1.
A single C6H10N2 molecule. Source: OMol25; level of theory: wB97M-V/def2-TZVPD.

Calculated values
* SMILES: N[C@H]1[C@@H]2C=C[C@@]1(N)C2
* F_max: 8.4 eV/Å
* energy: -9357.53832 eV
* energy above the lowest of the compared OMol25 structures with the same formula, charge and spin: 159.09 kcal per mole
* LUMO level: 0.9 eV
* frontier orbital gap: 9.27 eV
* charge: 0
* 2S+1: 1

Element x y z (Å)
C  0.56616  -0.45799  -0.67189
C  -0.38156  -1.31650  0.34688
C  -0.09124  -0.06824  1.39385
C  -0.01575  0.71406  -0.01653
C  -1.45920  0.53399  -0.54890
C  -1.76797  -0.73714  -0.17203
H  2.61852  0.05657  -0.56467
H  2.37229  -1.68326  -1.01186
H  0.31113  -0.41030  -1.84604
H  -0.17619  -2.14539  1.06400
H  -0.65332  0.26318  2.35008
H  1.04244  -0.50610  1.56642
H  1.49978  2.15873  0.50513
H  -0.17902  2.81642  0.06481
H  -1.99697  1.25595  -1.33323
H  -2.55442  -1.50451  -0.79375
N  1.85414  -0.89233  -0.28385
N  0.51916  1.99086  -0.00032

***

2.
A molecular structure, C3H7CsNO. Source: OMol25; level of theory: wB97M-V/def2-TZVPD.

Calculated values
* F_max: 3.3 eV/Å
* energy: -7305.09644 eV
* energy above the lowest of the compared OMol25 structures with the same formula, charge and spin: 17.03 kcal per mole
* LUMO level: -3.4 eV
* frontier orbital gap: 9.79 eV
* charge: +1
* 2S+1: 1

Element x y z (Å)
Cs  3.10006  1.77357  -2.26562
C  -0.94682  -0.94339  -1.46297
C  0.05678  -0.18255  -0.50453
O  1.26839  0.10762  -0.82788
N  -0.34326  -0.10754  0.78404
C  0.33768  0.63949  1.79189
H  -0.99942  -0.44189  -2.42932
H  -1.95056  -0.94683  -1.03801
H  -0.78097  -1.99584  -1.69306
H  -1.17998  -0.54644  1.14092
H  1.37931  0.95311  1.72304
H  0.37880  0.20505  2.79072
H  -0.32004  1.48564  1.99073

***

3.
2 unconnected molecules or ions with the total composition C3H12N2OS2. Source: OMol25; level of theory: wB97M-V/def2-TZVPD.

Calculated values
* SMILES: NC[C@H](N)CSS.O
* F_max: 2.8 eV/Å
* energy: -30002.51974 eV
* energy above the lowest of the compared OMol25 structures with the same formula, charge and spin: 26.39 kcal per mole
* LUMO level: 0.3 eV
* frontier orbital gap: 9.15 eV
* charge: 0
* 2S+1: 1

Element x y z (Å)
S  1.87832  2.34304  -1.00653
S  2.84422  0.65425  -0.34520
C  1.81868  -0.73239  -0.73843
C  0.65453  -1.06575  0.29701
C  -0.67681  -1.20668  -0.56986
N  -1.75625  -1.95210  0.19449
N  0.36162  -0.24017  1.43085
H  2.23504  2.73903  -2.18912
H  2.52770  -1.58127  -0.89098
H  1.31740  -0.47409  -1.69780
H  0.92696  -2.13029  0.51798
H  -0.57670  -1.84676  -1.49899
H  -1.06475  -0.24716  -0.79035
H  -2.72302  -1.83197  -0.17313
H  -1.63747  -1.70505  1.24859
H  -0.40455  0.46483  1.46783
H  1.00594  -0.06991  2.20048
H  -2.56263  3.46388  0.33627
H  -1.60500  2.60576  1.14132
O  -2.56323  2.81280  1.06554

***

Number 1: molecular weight 110.160 g mol⁻¹, HOMO -8.36 eV. Number 2: molecular weight 206.000 g mol⁻¹, HOMO -13.14 eV. Number 3: molecular weight 156.276 g mol⁻¹, HOMO -8.89 eV.